Record 1
# C8H14N3O5

A 2-piece molecular cluster, C8H14N3O5 overall at a distorted geometry (ωB97M-V with the def2-TZVPD basis set, the Open Molecules 2025 dataset).

Properties
E_HOMO: -0.171 hartree
total charge: -1
E_tot: -853.820703 Ha
multiplicity: 1

Cartesian coordinates (Å):
1 O 2.182 -1.285 1.822
2 O 1.069 3.899 -0.788
3 O -0.504 5.194 -1.650
4 O -1.182 0.434 3.001
5 O -0.878 2.975 -1.414
6 N -2.406 -1.512 -0.594
7 N 1.806 -3.161 0.646
8 N -1.338 -1.222 1.437
9 C -0.225 4.019 -1.333
10 C -0.536 0.064 -0.455
11 C -1.077 -1.298 0.004
12 C -1.208 0.089 1.893
13 C 1.987 -1.749 0.788
14 C -1.158 0.946 0.644
15 C 1.898 -0.913 -0.478
16 C 0.979 0.314 -0.368
17 H 0.951 -3.380 1.149
18 H -0.630 1.883 0.696
19 H 2.906 -0.546 -0.654
20 H 1.224 0.939 -1.215
21 H 1.298 4.834 -0.856
22 H -2.869 -2.295 -0.156
23 H -2.353 -1.614 -1.600
24 H -2.164 1.206 0.319
25 H -0.469 -2.172 -0.227
26 H 1.251 0.892 0.498
27 H 1.587 -3.348 -0.326
28 H -0.968 0.224 -1.429
29 H 1.629 -1.525 -1.332
30 H -0.802 -1.891 1.977

Want to see where the charge sits? The natural (NBO) charges in e are:
1 O -0.55
2 O -0.79
3 O -0.82
4 O -0.57
5 O -0.80
6 N -0.85
7 N -0.86
8 N -0.67
9 C 0.94
10 C -0.23
11 C 0.12
12 C 0.70
13 C 0.70
14 C -0.52
15 C -0.52
16 C -0.40
17 H 0.37
18 H 0.27
19 H 0.24
20 H 0.25
21 H 0.47
22 H 0.36
23 H 0.35
24 H 0.26
25 H 0.14
26 H 0.23
27 H 0.35
28 H 0.24
29 H 0.19
30 H 0.38

Record 2
# C8H14N3OS

A 2-piece molecular cluster, C8H14N3OS overall at a distorted geometry (ωB97M-V with the def2-TZVPD basis set, the Open Molecules 2025 dataset).

Properties
E_HOMO: -0.432 hartree
total charge: +1
E_tot: -950.616462 Ha
multiplicity: 1
energy relative to the best compared isomer or geometry (same formula, charge and spin): 92.8 kJ/mol

Cartesian coordinates (Å):
1 S 0.814 2.004 -1.276
2 O 2.473 2.866 0.475
3 N -1.074 -3.946 -1.382
4 N -0.386 -1.237 1.632
5 N 0.241 -1.415 -1.919
6 C 0.321 3.481 -0.278
7 C 0.014 -1.857 -0.677
8 C -0.699 -3.126 -0.356
9 C -1.275 -3.323 0.938
10 C 1.782 3.328 -0.594
11 C 0.025 3.397 1.040
12 C 0.092 -0.916 0.404
13 C -1.090 -2.380 1.905
14 H 0.092 -0.400 -2.083
15 H -0.300 -0.516 2.365
16 H -2.095 -4.066 0.933
17 H -1.673 -2.334 2.907
18 H 0.540 -0.109 0.215
19 H -0.803 2.780 1.149
20 H -0.131 4.206 -1.000
21 H -0.807 -3.906 -2.292
22 H -1.908 -4.515 -1.281
23 H 3.287 2.398 0.184
24 H -0.227 -1.920 -2.738
25 H 2.293 4.061 -1.293
26 H 0.854 3.061 1.664
27 H -0.362 4.386 1.359

Want to see where the charge sits? The natural (NBO) charges in e are:
1 S -0.04
2 O -0.71
3 N -0.75
4 N -0.45
5 N -0.79
6 C -0.25
7 C 0.14
8 C 0.25
9 C -0.29
10 C 0.01
11 C -0.67
12 C 0.03
13 C 0.05
14 H 0.42
15 H 0.44
16 H 0.25
17 H 0.25
18 H 0.22
19 H 0.22
20 H 0.25
21 H 0.40
22 H 0.41
23 H 0.50
24 H 0.39
25 H 0.22
26 H 0.25
27 H 0.24

Record 3
# C8H14N3STc

C8H14N3STc as an isolated structure at a distorted geometry (ωB97M-V with the def2-TZVPD basis set, the Open Molecules 2025 dataset).

Properties
E_HOMO (alpha / beta): -0.390 / -0.416 hartree
total charge: +1
E_tot: -956.179958 Ha
multiplicity: 4

Cartesian coordinates (Å):
1 Tc 0.023 -0.315 0.033
2 S -2.609 1.101 3.577
3 N -3.028 -0.285 1.271
4 N 0.452 1.478 -1.018
5 N -0.871 0.554 1.654
6 C -2.166 0.402 2.030
7 C -0.143 1.318 2.620
8 C 1.715 2.567 3.473
9 C -0.473 -2.562 0.988
10 C 1.187 1.725 2.466
11 C -0.947 1.719 3.710
12 C 0.937 2.957 4.571
13 C -0.402 2.536 4.699
14 H 2.746 2.906 3.385
15 H -3.965 -0.406 1.606
16 H 0.045 -2.044 0.087
17 H -1.173 -0.389 -1.061
18 H -2.729 -0.648 0.365
19 H 0.456 1.439 -2.047
20 H 1.766 1.373 1.589
21 H -1.031 2.822 5.532
22 H -1.129 -2.054 1.708
23 H -0.226 2.217 -0.800
24 H 0.327 -3.068 1.548
25 H 1.360 1.898 -0.786
26 H 1.371 3.599 5.341
27 H -1.067 -3.340 0.489

Want to see where the charge sits? The natural (NBO) charges in e are:
1 Tc 0.66
2 S 0.42
3 N -0.77
4 N -1.00
5 N -0.71
6 C 0.32
7 C 0.21
8 C -0.18
9 C -0.80
10 C -0.28
11 C -0.24
12 C -0.21
13 C -0.18
14 H 0.24
15 H 0.42
16 H 0.15
17 H -0.15
18 H 0.44
19 H 0.42
20 H 0.21
21 H 0.24
22 H 0.25
23 H 0.41
24 H 0.25
25 H 0.39
26 H 0.24
27 H 0.26

Record 4
# C8H14N4

One molecule with the formula C8H14N4 at a distorted geometry (ωB97M-V with the def2-TZVPD basis set, the Open Molecules 2025 dataset).

Properties
E_HOMO: -0.291 hartree
E_tot: -532.249714 Ha
multiplicity: 1
energy relative to the best compared isomer or geometry (same formula, charge and spin): 166.5 kJ/mol
SMILES: CCCc1c(C)nc(N)nc1N

Cartesian coordinates (Å):
1 N 1.970 -1.245 0.006
2 N 2.010 1.176 0.143
3 N 3.917 -0.201 0.336
4 N 0.127 -2.483 -0.508
5 C -1.432 0.099 -0.927
6 C 0.703 -1.243 -0.428
7 C 0.736 1.147 -0.205
8 C 0.128 2.597 -0.258
9 C 2.564 -0.084 0.194
10 C -1.904 -0.720 1.373
11 C -2.430 0.198 0.222
12 C -0.013 -0.020 -0.723
13 H -2.712 -0.613 2.108
14 H 4.410 0.562 0.842
15 H -0.699 -2.777 -1.073
16 H -3.378 -0.231 0.026
17 H 0.280 3.108 0.701
18 H -1.640 1.023 -1.490
19 H 0.791 -3.229 -0.536
20 H 4.212 -1.078 -0.069
21 H -1.950 -1.735 1.014
22 H -2.435 1.178 0.670
23 H -1.844 -0.758 -1.620
24 H -1.036 2.545 -0.535
25 H -0.922 -0.425 1.819
26 H 0.548 3.209 -1.080

Want to see where the charge sits? The natural (NBO) charges in e are:
1 N -0.58
2 N -0.54
3 N -0.82
4 N -0.80
5 C -0.43
6 C 0.45
7 C 0.32
8 C -0.66
9 C 0.58
10 C -0.61
11 C -0.39
12 C -0.24
13 H 0.20
14 H 0.42
15 H 0.40
16 H 0.21
17 H 0.23
18 H 0.22
19 H 0.39
20 H 0.42
21 H 0.20
22 H 0.20
23 H 0.20
24 H 0.20
25 H 0.21
26 H 0.23

Record 5
# C8H14NO

An isolated ion of composition C8H14NO and charge +1 at a distorted geometry (ωB97M-V with the def2-TZVPD basis set, the Open Molecules 2025 dataset).

Properties
E_HOMO (alpha / beta): -0.390 / -0.477 hartree
total charge: +1
E_tot: -442.727400 Ha
multiplicity: 3
energy relative to the best compared isomer or geometry (same formula, charge and spin): 263.1 kJ/mol

Cartesian coordinates (Å):
1 O -1.244 -1.071 0.209
2 N 2.973 0.168 0.380
3 C -0.539 -0.619 -0.740
4 C -3.560 0.033 0.162
5 C 1.242 1.768 -0.218
6 C 1.865 0.433 -0.094
7 C 3.655 -1.124 0.662
8 C 0.870 -0.737 -0.647
9 C -2.664 -1.181 0.249
10 C -3.343 1.229 0.705
11 H -4.108 1.961 0.771
12 H 1.261 -0.862 -1.631
13 H 4.076 -1.272 1.646
14 H 4.450 -1.133 -0.076
15 H -2.900 -2.028 -0.432
16 H -1.057 0.087 -1.389
17 H -2.508 1.394 1.274
18 H 3.099 -1.968 0.428
19 H 1.006 -1.522 0.081
20 H 0.759 2.195 0.646
21 H -4.545 0.071 -0.373
22 H -2.834 -1.789 1.085
23 H 2.089 2.433 -0.382
24 H 0.523 1.724 -1.016

Want to see where the charge sits? The natural (NBO) charges in e are:
1 O -0.44
2 N -0.03
3 C 0.09
4 C -0.24
5 C -0.67
6 C 0.36
7 C -0.46
8 C -0.44
9 C -0.12
10 C -0.35
11 H 0.22
12 H 0.26
13 H 0.27
14 H 0.25
15 H 0.21
16 H 0.17
17 H 0.18
18 H 0.25
19 H 0.25
20 H 0.29
21 H 0.24
22 H 0.23
23 H 0.26
24 H 0.25

Record 6
# C8H14NO6PS

A 2-piece molecular cluster, C8H14NO6PS overall at a distorted geometry (ωB97M-V with the def2-TZVPD basis set, the Open Molecules 2025 dataset).

Properties
E_HOMO: -0.305 hartree
E_tot: -1558.925313 Ha
multiplicity: 1
energy relative to the best compared isomer or geometry (same formula, charge and spin): 0.0 kJ/mol
SMILES: C=C[C@@H]1OC(=O)O[C@@H]1P(O)(O)=S.CN(C)C=O

Cartesian coordinates (Å):
1 S -2.543 2.048 2.906
2 P -1.339 0.713 2.245
3 O 2.189 1.913 0.830
4 O 2.784 3.570 2.245
5 O -2.000 -0.008 0.962
6 O -1.001 -0.464 3.284
7 O -0.238 -0.417 -1.101
8 O 0.851 2.432 2.574
9 N -1.367 -1.162 -2.916
10 C 2.237 0.106 2.346
11 C 3.542 -0.221 2.062
12 C 2.025 2.730 1.911
13 C 1.395 0.714 1.239
14 C -2.640 -1.444 -3.553
15 C 0.194 1.521 1.687
16 C -1.289 -0.665 -1.677
17 C -0.135 -1.426 -3.644
18 H 0.437 -0.505 -3.750
19 H -0.100 2.144 0.838
20 H -1.739 -1.092 3.245
21 H -1.443 -0.788 0.782
22 H -2.736 -0.855 -4.466
23 H -2.270 -0.501 -1.212
24 H 0.473 -2.145 -3.094
25 H -0.369 -1.825 -4.627
26 H 1.294 0.086 0.366
27 H 4.318 0.503 1.833
28 H -2.701 -2.504 -3.807
29 H 1.795 0.006 3.337
30 H -3.460 -1.194 -2.884
31 H 3.837 -1.271 2.041

Want to see where the charge sits? The natural (NBO) charges in e are:
1 S -0.58
2 P 1.80
3 O -0.51
4 O -0.55
5 O -0.97
6 O -0.97
7 O -0.68
8 O -0.48
9 N -0.41
10 C -0.24
11 C -0.36
12 C 0.96
13 C 0.01
14 C -0.40
15 C -0.31
16 C 0.52
17 C -0.42
18 H 0.22
19 H 0.25
20 H 0.51
21 H 0.50
22 H 0.20
23 H 0.13
24 H 0.22
25 H 0.21
26 H 0.26
27 H 0.22
28 H 0.20
29 H 0.23
30 H 0.22
31 H 0.20

Record 7
# C8H14NOP

One molecule with the formula C8H14NOP at a distorted geometry (ωB97M-V with the def2-TZVPD basis set, the Open Molecules 2025 dataset).

Properties
E_HOMO: -0.339 hartree
E_tot: -784.502212 Ha
multiplicity: 1
energy relative to the best compared isomer or geometry (same formula, charge and spin): 173.5 kJ/mol
SMILES: [H]/N=C(/C=C)[C@@H](C=C)P(C)(C)=O

Cartesian coordinates (Å):
1 P 1.255 -0.481 -0.377
2 O 1.495 -0.922 -1.768
3 N -1.406 0.457 -2.228
4 C -0.603 -0.443 -0.011
5 C 1.907 1.165 -0.115
6 C -1.211 -1.806 -0.265
7 C 2.069 -1.559 0.968
8 C -1.574 1.958 -0.448
9 C -1.275 0.679 -1.019
10 C -2.082 2.951 -1.186
11 C -1.272 -2.808 0.613
12 H -0.874 -0.346 -2.521
13 H 1.466 1.522 0.911
14 H 1.331 1.836 -0.803
15 H -0.850 -0.087 0.986
16 H 1.982 -2.625 0.760
17 H -1.807 3.875 -0.820
18 H 2.054 -1.139 2.020
19 H 3.083 -1.157 0.738
20 H -0.898 -2.680 1.603
21 H -2.520 2.714 -2.116
22 H -1.217 2.206 0.633
23 H 3.016 1.229 -0.261
24 H -1.769 -3.721 0.297
25 H -1.292 -1.982 -1.283

Want to see where the charge sits? The natural (NBO) charges in e are:
1 P 1.94
2 O -1.10
3 N -0.61
4 C -0.66
5 C -1.05
6 C -0.17
7 C -1.00
8 C -0.28
9 C 0.27
10 C -0.30
11 C -0.39
12 H 0.36
13 H 0.24
14 H 0.27
15 H 0.24
16 H 0.26
17 H 0.20
18 H 0.25
19 H 0.24
20 H 0.19
21 H 0.22
22 H 0.20
23 H 0.27
24 H 0.21
25 H 0.20

Record 8
# C8H14NOS

A 2-piece molecular cluster, C8H14NOS overall at a distorted geometry (ωB97M-V with the def2-TZVPD basis set, the Open Molecules 2025 dataset).

Properties
E_HOMO (alpha / beta): -0.444 / -0.439 hartree
total charge: +1
E_tot: -840.974330 Ha
multiplicity: 1
energy relative to the best compared isomer or geometry (same formula, charge and spin): 377.1 kJ/mol

Cartesian coordinates (Å):
1 S 2.217 -1.726 -0.182
2 O -0.918 0.068 -1.961
3 N -1.947 -0.931 -0.181
4 C 3.732 -0.921 -0.161
5 C 1.439 -0.186 0.114
6 C 1.667 2.277 0.388
7 C -0.978 0.133 -0.577
8 C 2.235 0.900 0.274
9 C 3.624 0.433 0.172
10 C -1.822 -1.577 1.124
11 C -3.205 -0.335 -0.358
12 H 0.670 2.280 -0.041
13 H 4.387 1.119 0.378
14 H 1.397 2.497 1.457
15 H 4.627 -1.496 -0.221
16 H -1.233 1.132 -0.075
17 H -0.903 -2.076 1.319
18 H -1.834 -1.758 -0.852
19 H -4.047 -0.957 -0.346
20 H -2.070 -0.807 1.962
21 H 2.253 3.180 0.000
22 H -0.220 0.667 -2.350
23 H -3.342 0.345 0.447
24 H -2.503 -2.428 0.945
25 H -3.224 0.169 -1.275

Want to see where the charge sits? The natural (NBO) charges in e are:
1 S 0.42
2 O -0.72
3 N -0.41
4 C -0.39
5 C -0.14
6 C -0.63
7 C 0.30
8 C -0.18
9 C -0.22
10 C -0.41
11 C -0.43
12 H 0.20
13 H 0.24
14 H 0.24
15 H 0.25
16 H 0.21
17 H 0.25
18 H 0.46
19 H 0.24
20 H 0.25
21 H 0.25
22 H 0.53
23 H 0.22
24 H 0.23
25 H 0.24

Record 9
# C8H14NS

An isolated ion of composition C8H14NS and charge +1 at a distorted geometry (ωB97M-V with the def2-TZVPD basis set, the Open Molecules 2025 dataset).

Properties
E_HOMO: -0.437 hartree
total charge: +1
E_tot: -765.767763 Ha
multiplicity: 1
energy relative to the best compared isomer or geometry (same formula, charge and spin): 407.1 kJ/mol
SMILES: CS/C(C)=C/C=C\C=C\[NH3+]

Cartesian coordinates (Å):
1 S -1.659 0.217 0.879
2 N 0.406 2.274 0.020
3 C 1.289 1.176 -0.206
4 C -0.707 -1.139 -1.451
5 C 1.869 -1.521 0.602
6 C -3.360 -0.100 0.307
7 C -0.458 -0.730 -0.019
8 C 2.807 -0.510 0.400
9 C 2.404 0.855 0.475
10 C 0.505 -1.113 0.872
11 H -1.647 -1.700 -1.469
12 H -0.698 -0.296 -2.034
13 H -4.074 0.004 1.185
14 H 1.874 -2.573 0.473
15 H 0.521 2.891 -0.789
16 H -0.650 1.762 0.004
17 H -3.571 -1.156 -0.104
18 H 0.475 -0.877 1.882
19 H -3.399 0.406 -0.629
20 H -0.008 -1.836 -1.927
21 H 0.437 2.757 0.910
22 H 2.806 1.556 1.255
23 H 3.761 -1.011 0.492
24 H 1.077 0.665 -1.128

Want to see where the charge sits? The natural (NBO) charges in e are:
1 S 0.27
2 N -0.76
3 C -0.04
4 C -0.68
5 C -0.16
6 C -0.78
7 C -0.15
8 C -0.24
9 C -0.23
10 C -0.20
11 H 0.25
12 H 0.21
13 H 0.28
14 H 0.25
15 H 0.44
16 H 0.43
17 H 0.25
18 H 0.23
19 H 0.24
20 H 0.25
21 H 0.44
22 H 0.23
23 H 0.25
24 H 0.21

Record 10
# C8H14O

One molecule with the formula C8H14O at a distorted geometry (ωB97M-V with the def2-TZVPD basis set, the Open Molecules 2025 dataset).

Properties
E_HOMO (alpha / beta): -0.299 / -0.271 hartree
E_tot: -388.290582 Ha
multiplicity: 1
energy relative to the best compared isomer or geometry (same formula, charge and spin): 397.4 kJ/mol
SMILES: C=C(CC=O)C(C)(C)C

Cartesian coordinates (Å):
1 O 2.251 2.085 -0.237
2 C -1.574 -1.139 0.773
3 C -0.710 0.038 0.259
4 C 1.205 0.118 -1.591
5 C 1.215 -1.645 0.060
6 C -1.584 0.809 -0.752
7 C 2.224 0.884 -0.447
8 C -0.410 0.958 1.456
9 C 0.620 -0.474 -0.347
10 H -1.778 0.205 -1.644
11 H 0.068 1.888 1.139
12 H -1.337 1.248 1.962
13 H 1.749 -0.584 -2.226
14 H 2.189 -1.931 0.450
15 H -1.120 1.751 -1.053
16 H 0.885 -2.668 -0.098
17 H 0.221 0.461 2.200
18 H 0.757 0.970 -2.097
19 H -1.108 -1.669 1.610
20 H -2.556 1.062 -0.316
21 H -2.528 -0.780 1.173
22 H -1.786 -1.846 -0.035
23 H 3.107 0.259 -0.237

Want to see where the charge sits? The natural (NBO) charges in e are:
1 O -0.54
2 C -0.60
3 C -0.10
4 C -0.52
5 C -0.42
6 C -0.61
7 C 0.41
8 C -0.60
9 C 0.05
10 H 0.21
11 H 0.23
12 H 0.21
13 H 0.23
14 H 0.21
15 H 0.21
16 H 0.21
17 H 0.21
18 H 0.24
19 H 0.22
20 H 0.21
21 H 0.21
22 H 0.21
23 H 0.13